(1)
101
Properties=species:S:1:pos:R:3:forces:R:3 method="wB97M-V/def2-TZVPD" homo_lumo_gap_ev=6.66 smiles="CC(C)=NC1=C(c2cccnc2)C(=O)C=C(COO)C1=O.c1ccncc1.c1ccncc1.c1ccncc1.c1ccncc1.c1ccncc1.c1ccncc1" charge=0
C -0.820 0.057 0.649 1.33 0.91 -0.09
C -0.584 -0.074 -0.968 -0.97 -0.13 -1.78
C 0.780 -0.883 -1.463 -0.11 0.18 -0.49
N -1.415 0.381 -1.961 0.92 0.87 4.75
C -2.440 1.370 -1.451 0.12 2.38 1.34
C -2.086 2.744 -1.003 -0.82 -2.03 -0.56
C -0.544 3.341 -0.962 1.80 1.20 0.65
C -0.066 4.269 0.286 3.03 -1.44 -4.67
C 1.480 4.730 0.079 -2.23 -2.15 -1.90
C 2.303 4.217 -1.198 -0.67 0.10 0.57
N 1.913 3.368 -2.359 -4.78 2.22 6.19
C 0.483 3.012 -2.148 -0.20 0.21 0.53
C -3.333 3.698 -0.474 0.52 5.08 0.93
O -3.163 5.030 -0.308 -0.86 -8.02 -0.92
C -4.815 3.096 -0.071 0.00 -4.65 -1.97
C -5.190 1.711 -0.558 2.00 3.90 1.43
C -6.684 1.145 -0.172 -0.57 1.07 -1.39
O -6.877 0.906 1.285 -0.07 5.45 -3.05
O -6.772 -0.393 1.409 0.67 -6.39 2.26
C -4.045 0.918 -1.428 -1.38 -4.43 -3.04
O -4.397 -0.158 -2.163 2.01 6.48 4.60
H 0.087 -0.464 1.225 -2.24 0.94 -1.38
H -1.847 -0.348 1.037 1.90 0.74 -1.03
H -0.724 1.213 0.931 -0.38 -2.45 -0.64
H 1.566 -1.047 -0.610 -1.84 0.42 -1.53
H 1.346 -0.288 -2.326 -1.44 -1.07 1.96
H 0.525 -1.941 -1.934 0.27 2.20 1.11
H -0.796 4.561 1.153 1.74 -0.55 -1.88
H 1.995 5.438 0.871 -1.08 -1.72 -1.95
H 3.443 4.577 -1.243 -2.78 -0.81 0.13
H 0.024 2.356 -3.037 1.08 1.56 2.26
H -5.605 3.663 0.582 2.01 -0.77 -1.51
H -7.466 2.003 -0.449 1.89 -1.74 0.77
H -7.020 0.211 -0.834 1.09 1.87 1.80
H -6.651 -0.587 2.386 -0.10 0.70 -1.55
N 0.613 -1.946 2.827 -0.05 -0.84 0.88
C 1.273 -1.876 4.004 -0.34 0.09 -0.81
C 1.153 -2.819 5.012 -0.19 -0.20 -0.07
C 0.303 -3.900 4.805 0.00 0.00 0.00
C -0.391 -4.000 3.603 0.15 0.04 0.22
C -0.204 -3.008 2.654 0.51 0.75 -0.01
H 1.921 -1.012 4.120 -0.04 -0.05 0.03
H 1.709 -2.714 5.937 -0.04 0.02 -0.10
H 0.183 -4.659 5.572 0.01 0.09 -0.09
H -1.062 -4.830 3.411 0.06 0.09 -0.01
H -0.720 -3.043 1.699 0.01 -0.02 0.06
N 6.154 5.839 -1.720 0.72 -0.30 -0.64
C 6.129 6.178 -3.028 -0.10 -0.17 0.90
C 7.118 5.827 -3.933 0.22 -0.14 0.13
C 8.201 5.086 -3.471 -0.01 0.00 0.00
C 8.255 4.724 -2.129 -0.04 0.09 -0.27
C 7.216 5.118 -1.301 -0.76 0.47 -0.17
H 5.266 6.758 -3.339 0.07 -0.06 -0.02
H 7.046 6.124 -4.973 -0.02 -0.02 0.11
H 8.996 4.794 -4.151 -0.09 0.03 0.08
H 9.086 4.147 -1.738 -0.09 0.05 -0.02
H 7.211 4.857 -0.247 0.04 0.00 -0.09
N -6.772 -6.427 2.726 -0.18 0.94 -0.35
C -6.025 -5.887 1.739 -0.47 -0.45 0.68
C -6.237 -4.621 1.217 -0.18 0.12 0.11
C -7.281 -3.862 1.735 -0.01 0.05 0.01
C -8.070 -4.392 2.750 0.20 0.07 -0.20
C -7.778 -5.667 3.210 0.66 -0.62 -0.24
H -5.224 -6.519 1.366 -0.05 0.07 0.00
H -5.603 -4.236 0.426 -0.06 -0.04 0.06
H -7.479 -2.866 1.350 0.02 -0.10 0.00
H -8.892 -3.827 3.175 0.06 -0.07 -0.03
H -8.362 -6.123 4.004 0.02 0.06 -0.06
N 3.661 -2.009 -1.758 0.83 -0.82 0.08
C 4.627 -2.011 -0.813 -0.68 0.09 -0.61
C 5.549 -3.034 -0.656 -0.05 -0.19 -0.17
C 5.476 -4.123 -1.517 -0.02 -0.01 -0.03
C 4.492 -4.151 -2.500 0.22 0.01 0.23
C 3.617 -3.079 -2.580 -0.12 0.78 0.44
H 4.640 -1.141 -0.163 0.03 -0.06 -0.02
H 6.305 -2.982 0.119 -0.08 0.01 -0.06
H 6.181 -4.944 -1.424 -0.08 0.09 -0.01
H 4.408 -4.985 -3.186 -0.02 0.10 0.05
H 2.833 -3.052 -3.333 0.06 -0.14 0.03
N 0.861 -3.129 -5.353 -0.17 0.64 -0.75
C 0.230 -3.556 -6.468 0.42 0.18 0.79
C -0.092 -2.731 -7.534 0.08 0.24 0.07
C 0.249 -1.385 -7.452 0.02 0.01 0.03
C 0.898 -0.916 -6.315 -0.14 -0.11 -0.24
C 1.181 -1.818 -5.302 -0.18 -0.89 0.05
H -0.019 -4.613 -6.484 0.00 0.08 -0.04
H -0.598 -3.128 -8.407 0.04 0.02 0.10
H 0.012 -0.708 -8.267 0.02 -0.08 0.10
H 1.177 0.128 -6.219 -0.02 -0.10 0.03
H 1.690 -1.501 -4.396 -0.05 0.07 -0.10
N 0.808 2.393 4.860 -0.38 -0.04 0.95
C -0.188 1.546 5.199 0.67 0.53 -0.36
C -0.737 1.471 6.470 0.12 0.18 0.19
C -0.232 2.313 7.455 0.00 0.00 0.01
C 0.796 3.195 7.136 -0.21 -0.19 0.04
C 1.276 3.199 5.837 -0.24 -0.50 -0.75
H -0.546 0.907 4.397 0.00 0.01 0.05
H -1.538 0.773 6.686 0.07 0.05 -0.04
H -0.636 2.282 8.463 0.05 0.01 -0.11
H 1.211 3.864 7.882 -0.03 -0.05 -0.09
H 2.075 3.872 5.538 -0.06 -0.04 0.06

---

(2)
111
Properties=species:S:1:pos:R:3:forces:R:3 method="wB97M-V/def2-TZVPD" homo_lumo_gap_ev=7.46 charge=0
Ta -0.693 0.657 -0.984 0.10 0.02 -0.50
O -0.733 1.144 -5.322 0.00 -0.01 0.01
C -1.436 0.039 -5.659 0.04 -0.02 -0.03
C -2.076 0.059 -6.897 0.01 0.01 0.00
C -2.800 -1.037 -7.328 0.00 -0.01 0.00
C -2.910 -2.172 -6.533 0.00 0.01 -0.01
C -2.286 -2.184 -5.299 -0.04 0.02 0.02
C -1.545 -1.096 -4.850 -0.04 -0.01 -0.01
C -0.882 -1.186 -3.509 0.27 0.08 -0.08
O -1.020 -0.015 -2.756 -0.21 -0.11 0.46
N 0.559 -1.384 -3.669 -0.09 0.02 -0.02
N 1.163 -1.500 -2.446 0.04 -0.02 0.02
C 2.229 -2.185 -2.378 -0.01 0.04 -0.04
C 2.972 -2.373 -1.141 0.05 0.06 0.02
Br 2.338 -1.363 0.310 -0.09 0.09 0.14
C 4.023 -3.195 -1.089 0.01 0.01 -0.03
C 4.884 -3.553 0.046 0.02 0.01 0.00
C 6.248 -3.734 -0.193 -0.01 0.01 0.00
C 7.109 -4.071 0.838 0.00 0.00 0.00
C 6.614 -4.256 2.121 0.00 0.00 0.00
C 5.255 -4.109 2.362 0.00 -0.01 0.01
C 4.394 -3.760 1.334 -0.01 -0.02 0.00
H -0.385 1.076 -4.421 0.00 0.02 0.00
H -1.984 0.950 -7.504 0.00 0.00 0.00
H -3.289 -1.002 -8.294 0.00 0.00 0.00
H -3.485 -3.025 -6.865 0.00 0.00 0.00
H -2.390 -3.045 -4.646 0.01 0.00 0.00
H -1.325 -2.009 -2.936 0.00 -0.01 0.02
H 0.769 -2.147 -4.308 -0.02 0.04 -0.04
H 2.641 -2.679 -3.262 -0.02 -0.05 0.01
H 4.299 -3.644 -2.040 -0.01 -0.01 0.00
H 6.634 -3.597 -1.196 0.00 0.00 0.00
H 8.165 -4.195 0.639 0.00 0.00 0.00
H 7.283 -4.525 2.928 0.00 0.00 0.00
H 4.861 -4.275 3.357 -0.01 0.00 0.00
H 3.334 -3.670 1.527 0.01 0.00 0.02
C -1.694 4.721 2.485 0.00 0.01 -0.02
C -0.784 4.824 1.271 0.04 0.03 -0.04
C -1.505 5.424 0.077 0.01 0.02 0.00
C 0.476 5.610 1.586 -0.01 -0.01 0.02
O -0.424 3.471 0.824 -0.09 -0.06 0.02
P 0.540 2.443 1.530 0.05 -0.06 0.14
O 0.410 2.308 2.984 -0.04 0.02 -0.02
O 0.148 1.141 0.693 -0.18 -0.20 -0.43
O 1.976 2.770 0.996 0.00 0.04 0.07
C 3.281 2.796 1.668 0.02 -0.06 0.00
C 4.263 2.633 0.520 -0.01 0.00 0.00
C 3.415 1.668 2.679 0.02 0.03 0.02
C 3.450 4.141 2.352 0.01 0.00 -0.01
H -1.898 5.725 2.862 -0.01 0.00 0.00
H -1.225 4.134 3.273 0.01 0.00 0.01
H -2.647 4.262 2.219 0.01 -0.01 0.01
H -1.825 6.439 0.316 0.00 0.00 0.00
H -2.390 4.836 -0.169 -0.01 -0.01 0.00
H -0.842 5.453 -0.787 -0.01 0.00 0.01
H 0.209 6.649 1.782 0.00 0.01 0.00
H 1.163 5.573 0.741 -0.02 0.00 0.01
H 0.962 5.214 2.478 -0.02 0.02 -0.01
H 4.112 1.671 0.029 -0.01 -0.01 0.00
H 5.287 2.682 0.895 0.00 0.00 0.00
H 4.113 3.426 -0.214 0.01 0.00 0.00
H 3.313 0.698 2.199 -0.05 -0.10 -0.08
H 2.671 1.764 3.468 0.01 -0.01 -0.01
H 4.411 1.716 3.122 0.00 0.01 -0.01
H 3.310 4.954 1.641 0.00 0.00 0.01
H 4.458 4.208 2.763 0.00 0.00 0.00
H 2.738 4.246 3.172 0.03 -0.01 0.00
C 0.738 -0.720 4.241 0.01 0.01 0.00
C 0.260 -1.871 3.399 -0.01 -0.05 0.04
O -0.076 -1.705 2.245 -0.07 0.09 0.05
C 0.228 -3.253 3.980 0.05 -0.01 -0.03
C -0.472 -4.241 3.291 0.02 -0.01 -0.01
C -0.505 -5.538 3.773 0.00 0.00 -0.01
C 0.178 -5.863 4.939 0.00 0.00 0.00
C 0.885 -4.887 5.625 0.00 0.00 0.00
C 0.902 -3.583 5.152 -0.02 0.02 0.01
H 0.273 0.203 3.898 0.02 -0.01 -0.03
H 1.817 -0.611 4.094 0.01 -0.03 0.03
H 0.553 -0.869 5.303 -0.02 0.01 0.00
H -0.982 -3.967 2.376 0.00 0.00 0.00
H -1.060 -6.300 3.241 0.00 0.00 0.00
H 0.158 -6.879 5.313 0.00 0.00 0.00
H 1.421 -5.140 6.531 0.00 0.00 0.00
H 1.449 -2.824 5.696 0.02 -0.01 0.00
Se -2.050 -1.315 -0.097 0.23 0.12 0.12
C -3.365 -1.635 -1.477 0.00 -0.08 0.06
C -3.924 -0.665 -2.304 0.00 -0.03 0.01
C -4.914 -1.012 -3.213 0.02 0.02 0.00
C -5.362 -2.321 -3.302 0.00 -0.01 0.01
C -4.812 -3.289 -2.474 -0.01 0.00 0.00
C -3.821 -2.949 -1.565 0.02 0.01 -0.04
H -3.585 0.358 -2.273 0.03 0.02 0.01
H -5.326 -0.248 -3.860 0.00 0.00 0.00
H -6.131 -2.585 -4.016 0.00 0.00 0.00
H -5.155 -4.314 -2.532 0.00 0.00 0.00
H -3.395 -3.707 -0.919 0.00 0.00 0.00
S 1.186 1.782 -2.325 -0.01 -0.05 0.01
C 1.307 3.389 -1.827 0.08 0.01 0.08
N 1.446 4.506 -1.567 -0.03 -0.02 -0.05
F -6.869 3.370 1.183 0.01 0.00 0.00
C -5.704 3.006 0.656 -0.01 0.00 0.00
C -4.725 2.446 1.458 0.00 0.00 0.00
F -4.947 2.280 2.759 0.00 0.00 -0.01
C -3.510 2.067 0.912 0.01 0.02 0.02
F -2.579 1.553 1.706 -0.03 0.00 -0.02
C -3.262 2.245 -0.444 -0.02 0.01 -0.04
O -2.105 1.868 -1.022 -0.04 0.18 0.13
C -4.255 2.807 -1.238 0.01 0.01 -0.01
F -4.035 2.969 -2.541 0.00 -0.01 0.00
C -5.468 3.187 -0.696 0.00 0.01 0.01
F -6.410 3.718 -1.472 0.01 0.00 0.01

---

(3)
95
Properties=species:S:1:pos:R:3:forces:R:3 method="wB97M-V/def2-TZVPD" homo_lumo_gap_ev=5.82 charge=+1
C 1.552 8.144 -0.938 -0.06 -0.22 0.16
C 2.590 7.644 -0.141 -0.23 -0.05 0.02
C 2.316 6.695 0.844 -0.27 -0.09 -0.10
C 1.004 6.239 1.025 0.01 0.27 -0.25
N 0.760 5.253 2.031 0.24 -0.23 0.03
C 0.224 5.692 3.277 -0.03 0.14 0.49
C -1.151 5.915 3.395 0.26 0.00 0.24
C -1.671 6.384 4.602 0.16 -0.09 -0.09
C -0.819 6.612 5.689 0.07 -0.06 -0.23
C 0.558 6.394 5.561 -0.13 -0.03 -0.15
C 1.085 5.944 4.349 -0.37 -0.05 -0.05
C 0.644 3.895 1.659 0.20 0.41 -0.13
C 1.569 2.974 2.184 -0.15 -0.05 -0.02
C 1.597 1.684 1.693 -0.37 -0.19 0.04
C 0.602 1.240 0.780 -0.17 1.43 0.30
C 0.598 -0.098 0.362 -1.26 -0.85 0.19
C -0.567 -0.823 0.040 0.01 0.17 0.23
C -0.441 -2.033 -0.693 -0.34 -0.41 -0.27
C -1.550 -2.702 -1.168 0.57 0.10 0.00
C -2.848 -2.295 -0.762 -1.04 -0.58 -0.79
N -3.961 -2.982 -1.233 1.04 0.68 0.46
C -5.250 -2.890 -0.610 -1.00 -0.18 0.13
C -6.204 -1.979 -1.079 0.18 0.06 0.34
C -7.442 -1.874 -0.436 0.17 -0.14 -0.10
C -7.773 -2.748 0.604 0.30 -0.02 -0.04
C -6.864 -3.740 0.990 0.08 0.20 -0.18
C -5.607 -3.816 0.382 0.16 0.30 -0.06
C -3.930 -3.588 -2.530 -0.14 -0.67 -0.64
C -3.780 -4.974 -2.653 0.10 0.28 -0.10
C -3.747 -5.554 -3.924 -0.07 0.20 0.05
C -3.922 -4.762 -5.064 0.00 0.13 0.20
C -4.139 -3.386 -4.930 0.03 -0.05 0.20
C -4.141 -2.796 -3.664 0.16 -0.17 0.16
C -2.997 -1.181 0.095 0.48 0.66 0.66
C -1.887 -0.436 0.452 -0.38 -0.36 -0.26
C -0.389 2.170 0.342 0.14 -0.19 0.36
C -0.336 3.493 0.739 0.07 -0.37 -0.03
C -0.040 6.762 0.263 0.30 0.12 -0.22
C 0.240 7.703 -0.734 0.01 -0.12 0.18
H 1.766 8.873 -1.720 -0.06 -0.20 0.24
H 3.614 7.987 -0.284 -0.27 -0.03 0.00
H 3.095 6.285 1.492 -0.20 0.18 -0.31
H -1.783 5.724 2.523 0.08 0.09 0.41
H -2.742 6.568 4.678 0.26 -0.03 0.11
H -1.231 6.965 6.635 0.14 -0.08 -0.26
H 1.229 6.577 6.399 -0.21 -0.01 -0.15
H 2.155 5.778 4.202 -0.33 0.09 0.15
H 2.268 3.321 2.950 -0.18 -0.16 -0.37
H 2.295 0.944 2.082 0.06 0.24 -0.16
H 1.530 -0.646 0.374 0.21 -0.21 -0.11
H 0.567 -2.407 -0.875 -0.26 0.07 -0.18
H -1.445 -3.563 -1.834 -0.02 0.28 0.39
H -5.956 -1.351 -1.939 -0.13 -0.06 0.40
H -8.143 -1.103 -0.756 0.13 -0.29 0.06
H -8.736 -2.657 1.110 0.31 -0.07 -0.20
H -7.127 -4.452 1.773 0.06 0.19 -0.22
H -4.888 -4.593 0.655 -0.26 0.31 0.03
H -3.682 -5.575 -1.746 0.04 0.14 -0.34
H -3.590 -6.627 -4.018 -0.08 0.25 -0.02
H -3.895 -5.214 -6.057 -0.03 0.12 0.33
H -4.310 -2.760 -5.806 0.07 -0.22 0.18
H -4.317 -1.725 -3.529 0.15 -0.35 -0.18
H -3.987 -0.884 0.453 0.37 -0.20 -0.17
H -2.018 0.441 1.087 0.02 -0.38 -0.12
H -1.227 1.826 -0.262 0.49 0.19 -0.24
H -1.071 4.210 0.368 0.33 -0.25 0.13
H -1.057 6.414 0.464 0.32 0.27 -0.22
H -0.579 8.081 -1.345 0.27 0.00 0.12
C 4.206 -6.883 1.400 0.03 -0.06 -0.04
C 4.520 -5.699 0.502 0.02 0.41 -0.12
C 3.252 -4.993 0.022 -0.07 -0.07 -0.22
N 3.533 -3.889 -0.899 -0.10 -0.59 0.16
C 3.446 -2.599 -0.537 0.20 0.09 0.59
C 3.883 -1.598 -1.597 -0.47 -0.29 0.05
C 5.275 -1.894 -2.199 -0.08 -0.15 0.58
C 5.992 -0.534 -2.221 -0.35 0.13 -0.29
C 5.161 0.409 -1.308 1.12 0.23 -0.06
N 3.966 -0.309 -1.024 -1.06 1.11 0.58
O 3.059 -2.233 0.580 -0.09 -0.26 -0.76
H 5.130 -7.348 1.749 -0.13 -0.02 0.02
H 3.624 -6.573 2.274 0.05 -0.06 -0.08
H 3.634 -7.634 0.846 0.02 0.02 0.15
H 5.146 -4.965 1.031 -0.08 -0.18 -0.16
H 5.075 -6.040 -0.384 0.03 0.07 0.19
H 2.620 -5.713 -0.516 0.00 0.10 0.22
H 2.691 -4.581 0.868 0.09 -0.09 -0.22
H 3.964 -4.135 -1.785 -0.15 0.26 0.27
H 3.128 -1.638 -2.409 0.08 -0.12 0.12
H 5.819 -2.597 -1.547 -0.19 0.14 -0.29
H 5.140 -2.341 -3.188 0.35 0.04 0.10
H 7.020 -0.625 -1.862 -0.13 0.09 -0.25
H 5.982 -0.164 -3.253 0.26 0.09 0.27
H 5.725 0.648 -0.393 -0.08 -0.06 -0.12
H 4.979 1.361 -1.818 -0.02 -0.02 -0.02
H 3.408 -0.046 -0.204 0.74 -0.65 -0.76